1.
Entry from the Open Molecules 2025 dataset: a structure of composition C16H10ClI2N2NiO (ωB97M-V/def2-TZVPD).

## Properties
Total charge: +1
M: 594.22 g mol⁻¹
2S+1: 1
Gap between HOMO and LUMO (alpha / beta): 6.13 / 6.13 eV

The geometry in XYZ format:
```
33
C16H10ClI2N2NiO | the Open Molecules 2025 dataset | ωB97M-V/def2-TZVPD
Ni 1.542 0.253 0.280
Cl -1.952 6.157 -1.676
C -0.887 4.904 -1.139
C 0.457 5.209 -0.871
C 1.328 4.238 -0.452
C 0.895 2.910 -0.277
O 1.768 2.024 0.137
C -0.462 2.608 -0.542
C -1.001 1.306 -0.368
N -0.327 0.256 -0.025
C -0.927 -1.013 0.174
C -2.233 -1.369 -0.027
C -2.649 -2.694 0.233
C -1.776 -3.640 0.690
C -0.420 -3.301 0.901
C 0.563 -4.198 1.378
C 1.851 -3.771 1.546
C 2.178 -2.445 1.222
N 1.285 -1.585 0.783
C -0.011 -1.988 0.627
C -1.342 3.629 -0.974
H 0.800 6.227 -1.002
H 2.362 4.472 -0.242
H -2.070 1.200 -0.539
H -2.965 -0.660 -0.386
H -3.686 -2.952 0.066
H -2.110 -4.648 0.896
H 0.285 -5.219 1.609
H 2.624 -4.431 1.911
H 3.195 -2.085 1.319
H -2.379 3.391 -1.174
I 3.367 -0.180 -1.626
I 2.697 -2.604 -2.451
```

Atomic charges from the Mulliken analysis, expressed in e, are listed below: number 1, Ni, carries -0.0912; number 2, Cl, carries -0.1960; number 3, C, carries 0.0681; number 4, C, carries -0.4642; number 5, C, carries -0.7117; number 6, C, carries 0.7069; number 7, O, carries -0.6997; number 8, C, carries -0.1119; number 9, C, carries 0.9624; number 10, N, carries -0.0721; number 11, C, carries 0.9980; number 12, C, carries -0.7934; number 13, C, carries -0.9558; number 14, C, carries -0.8767; number 15, C, carries 1.0904; number 16, C, carries -0.5434; number 17, C, carries -0.7401; number 18, C, carries 0.0138; number 19, N, carries -0.4370; number 20, C, carries 0.3916; number 21, C, carries -0.9011; number 22, H, carries 0.4221; number 23, H, carries 0.4635; number 24, H, carries 0.2624; number 25, H, carries 0.3420; number 26, H, carries 0.4092; number 27, H, carries 0.4329; number 28, H, carries 0.4593; number 29, H, carries 0.4166; number 30, H, carries 0.4888; number 31, H, carries 0.4157; number 32, I, carries 0.2026; number 33, I, carries 0.0481

2.
Entry from the Open Molecules 2025 dataset: a cluster of 2 separate species, C11H18NS in total (ωB97M-V/def2-TZVPD).

## Properties
Relative energy (zero: lowest compared OMol25 entry of this formula, charge and spin): 0.8894 eV
Total charge: +1
M: 196.34 g mol⁻¹
2S+1: 3
Gap between HOMO and LUMO (alpha / beta): 6.34 / 7.08 eV

The geometry in XYZ format:
```
31
C11H18NS | the Open Molecules 2025 dataset | ωB97M-V/def2-TZVPD
C 2.587 -0.426 0.147
C 3.715 -0.231 0.891
C 2.302 1.806 0.652
C 1.725 0.740 0.068
C -0.184 -1.679 1.285
C -0.640 -1.152 0.186
C -2.859 -2.210 -0.256
C -0.978 1.789 1.198
C -1.920 -1.108 -0.645
C -0.577 1.874 -0.286
C 0.390 0.718 -0.600
N 0.452 0.313 -1.966
S 3.822 1.451 1.337
H 2.117 -1.239 -0.278
H 4.356 -0.943 1.409
H 1.981 2.825 0.559
H 0.798 -1.475 1.640
H -0.487 -2.649 1.583
H -2.518 -3.250 -0.650
H -3.029 -2.116 0.872
H -3.899 -2.089 -0.718
H -0.468 1.017 1.731
H -2.057 1.592 1.318
H -0.764 2.724 1.661
H -1.732 -1.346 -1.839
H -2.255 -0.060 -0.817
H -1.426 1.743 -0.996
H -0.096 2.828 -0.593
H 1.377 -0.270 -1.899
H 0.621 1.142 -2.660
H -0.354 -0.316 -2.336
```

Atomic charges from the Mulliken analysis, expressed in e, are listed below: number 1, C, carries -1.1563; number 2, C, carries -0.6048; number 3, C, carries -0.4152; number 4, C, carries 0.5646; number 5, C, carries -1.0947; number 6, C, carries 0.6811; number 7, C, carries -1.4212; number 8, C, carries -1.2432; number 9, C, carries -0.0293; number 10, C, carries -1.0230; number 11, C, carries -0.2161; number 12, N, carries 0.1511; number 13, S, carries -0.0934; number 14, H, carries 0.6323; number 15, H, carries 0.4267; number 16, H, carries 0.3496; number 17, H, carries 0.3590; number 18, H, carries 0.3842; number 19, H, carries 0.2790; number 20, H, carries 0.3626; number 21, H, carries 0.3833; number 22, H, carries 0.3915; number 23, H, carries 0.3093; number 24, H, carries 0.3697; number 25, H, carries 0.1146; number 26, H, carries 0.2589; number 27, H, carries 0.4451; number 28, H, carries 0.5644; number 29, H, carries 0.5427; number 30, H, carries 0.4195; number 31, H, carries 0.3082

3.
Entry from the Open Molecules 2025 dataset: the molecule C22H24N4O4S (ωB97M-V/def2-TZVPD).

## Properties
Relative energy (zero: lowest compared OMol25 entry of this formula, charge and spin): 2.3753 eV
Total charge: 0
M: 440.52 g mol⁻¹
2S+1: 1
Gap between HOMO and LUMO: 8.64 eV

The geometry in XYZ format:
```
55
C22H24N4O4S | the Open Molecules 2025 dataset | ωB97M-V/def2-TZVPD
C -0.196 3.363 -0.857
C 0.833 2.603 -0.077
C 0.889 2.737 1.305
C 1.851 2.066 2.030
C 2.755 1.230 1.398
C 2.693 1.063 0.023
C 1.741 1.771 -0.727
C 1.705 1.641 -2.222
H 1.836 2.618 -2.685
H 2.496 0.983 -2.565
H 0.744 1.246 -2.548
O 3.481 0.201 -0.705
C 4.620 -0.445 -0.170
C 4.609 -1.904 -0.645
H 4.132 -1.923 -1.627
H 5.634 -2.253 -0.768
C 3.887 -2.841 0.335
C 2.626 -2.222 0.921
O 2.517 -1.986 2.101
N 1.659 -1.980 -0.013
C 0.504 -1.216 0.124
C 0.088 -0.694 1.349
C -1.015 0.137 1.398
C -1.712 0.417 0.242
C -1.348 -0.134 -0.971
C -0.239 -0.951 -1.030
H 0.074 -1.374 -1.974
H -1.938 0.097 -1.842
S -3.080 1.543 0.310
O -3.546 1.858 -1.004
O -2.808 2.622 1.210
N -4.271 0.637 1.129
C -4.840 -0.451 0.550
N -4.151 -1.024 -0.434
C -4.698 -2.085 -0.999
C -5.921 -2.600 -0.594
C -6.538 -1.936 0.457
N -6.011 -0.870 1.030
H -7.489 -2.259 0.860
H -6.362 -3.463 -1.062
H -4.124 -2.532 -1.800
H -4.811 1.102 1.842
H -1.332 0.586 2.325
H 0.649 -0.915 2.241
H 1.893 -2.208 -0.970
H 4.544 -3.065 1.176
H 3.637 -3.781 -0.163
H 5.509 0.070 -0.559
H 4.653 -0.408 0.919
H 3.480 0.706 2.000
H 1.902 2.180 3.103
H 0.171 3.370 1.803
H -0.893 3.855 -0.184
H 0.281 4.116 -1.485
H -0.767 2.700 -1.504
```

Atomic charges from the Mulliken analysis, expressed in e, are listed below: number 1, C, carries -1.8435; number 2, C, carries 1.6791; number 3, C, carries -1.0080; number 4, C, carries -1.2597; number 5, C, carries -0.8120; number 6, C, carries 0.7779; number 7, C, carries 1.2854; number 8, C, carries -1.9052; number 9, H, carries 0.4214; number 10, H, carries 0.3595; number 11, H, carries 0.2851; number 12, O, carries -0.3600; number 13, C, carries -0.4122; number 14, C, carries -0.7837; number 15, H, carries 0.3386; number 16, H, carries 0.4578; number 17, C, carries -0.9650; number 18, C, carries 0.6570; number 19, O, carries -0.5939; number 20, N, carries -0.0132; number 21, C, carries 0.7126; number 22, C, carries -1.0662; number 23, C, carries -0.7770; number 24, C, carries 0.2382; number 25, C, carries -0.4717; number 26, C, carries -0.7986; number 27, H, carries 0.3694; number 28, H, carries 0.6180; number 29, S, carries 1.5356; number 30, O, carries -0.7212; number 31, O, carries -0.7236; number 32, N, carries -0.2616; number 33, C, carries 0.3514; number 34, N, carries -0.2145; number 35, C, carries 0.0962; number 36, C, carries -0.8189; number 37, C, carries -0.0390; number 38, N, carries -0.7088; number 39, H, carries 0.4168; number 40, H, carries 0.3654; number 41, H, carries 0.4382; number 42, H, carries 0.2636; number 43, H, carries 0.4962; number 44, H, carries 0.5238; number 45, H, carries 0.2201; number 46, H, carries 0.3686; number 47, H, carries 0.3677; number 48, H, carries 0.3711; number 49, H, carries 0.2513; number 50, H, carries 0.2643; number 51, H, carries 0.4055; number 52, H, carries 0.3712; number 53, H, carries 0.4109; number 54, H, carries 0.4584; number 55, H, carries 0.3812

4.
Entry from the Open Molecules 2025 dataset: the molecule C14H8ClF4N5 (ωB97M-V/def2-TZVPD).

## Properties
Relative energy (zero: lowest compared OMol25 entry of this formula, charge and spin): 2.3191 eV
Total charge: 0
M: 357.70 g mol⁻¹
2S+1: 1
Gap between HOMO and LUMO: 8.94 eV

The geometry in XYZ format:
```
32
C14H8ClF4N5 | the Open Molecules 2025 dataset | ωB97M-V/def2-TZVPD
F 4.334 -3.055 -1.524
F 4.821 -1.174 -3.144
F 2.878 -0.311 -3.786
F 4.353 0.889 -2.548
Cl 1.576 1.497 -0.958
N 0.456 1.863 2.791
N 1.423 1.050 2.574
N -0.696 1.668 2.002
N -4.214 2.207 -0.770
C -0.438 0.624 1.318
C -5.261 1.781 -0.085
C -2.919 1.824 -0.569
C -4.998 0.724 0.863
C 3.021 -2.599 0.242
C 2.256 -1.768 1.067
C -3.690 0.247 1.163
C 3.603 -2.086 -0.912
C 2.254 -0.023 -0.549
C 1.852 -0.468 0.726
C 3.136 -0.857 -1.444
C -2.672 0.731 0.330
N 0.977 0.266 1.566
C 3.731 -0.328 -2.730
C -1.276 0.071 0.285
H -6.248 2.042 -0.214
H -2.204 2.204 -1.206
H -5.778 0.166 1.291
H 3.464 -3.575 0.532
H 1.882 -2.150 2.019
H -3.557 -0.647 1.788
H -0.667 0.148 -0.578
H -1.400 -0.962 0.458
```

Atomic charges from the Mulliken analysis, expressed in e, are listed below: number 1, F, carries -0.2704; number 2, F, carries -0.2951; number 3, F, carries -0.2194; number 4, F, carries -0.2251; number 5, Cl, carries -0.1394; number 6, N, carries -0.6707; number 7, N, carries -0.2241; number 8, N, carries -0.2357; number 9, N, carries -0.6119; number 10, C, carries 0.2865; number 11, C, carries -0.2617; number 12, C, carries -0.3664; number 13, C, carries -0.3565; number 14, C, carries -0.6847; number 15, C, carries -0.3073; number 16, C, carries -0.4307; number 17, C, carries 0.5032; number 18, C, carries 0.9543; number 19, C, carries -0.3897; number 20, C, carries -0.1883; number 21, C, carries 0.3977; number 22, N, carries 0.5747; number 23, C, carries 0.5585; number 24, C, carries -0.8493; number 25, H, carries 0.4154; number 26, H, carries 0.4888; number 27, H, carries 0.3854; number 28, H, carries 0.3545; number 29, H, carries 0.4271; number 30, H, carries 0.3421; number 31, H, carries 0.5873; number 32, H, carries 0.4508

5.
Entry from the Open Molecules 2025 dataset: a cluster of 2 separate species, C5H14N2O in total (ωB97M-V/def2-TZVPD).

## Properties
Relative energy (zero: lowest compared OMol25 entry of this formula, charge and spin): 2.5937 eV
Total charge: 0
M: 118.18 g mol⁻¹
2S+1: 1
Gap between HOMO and LUMO: 9.28 eV

The geometry in XYZ format:
```
22
C5H14N2O | the Open Molecules 2025 dataset | ωB97M-V/def2-TZVPD
N 1.384 1.102 -0.962
C 0.011 1.280 -1.519
C -0.861 1.642 -0.271
C -0.341 0.566 0.716
C 1.244 0.360 0.283
C 1.473 -1.135 -0.102
N 1.398 -1.832 1.235
H 1.760 1.991 -0.897
H 0.066 2.120 -2.342
H -0.387 0.346 -1.992
H -1.951 1.442 -0.552
H -0.711 2.613 0.027
H -0.506 0.874 1.796
H -0.798 -0.414 0.585
H 1.894 0.699 1.132
H 0.832 -1.655 -0.851
H 2.465 -1.224 -0.571
H 2.249 -2.334 1.403
H 0.573 -2.383 1.308
H -3.665 -1.015 1.093
H -3.159 -1.521 -0.198
O -2.971 -1.522 0.676
```

Atomic charges from the Mulliken analysis, expressed in e, are listed below: number 1, N, carries -0.4585; number 2, C, carries -0.6112; number 3, C, carries -0.5583; number 4, C, carries -0.3719; number 5, C, carries 0.0187; number 6, C, carries -0.6682; number 7, N, carries -0.5391; number 8, H, carries 0.2893; number 9, H, carries 0.3349; number 10, H, carries 0.2282; number 11, H, carries 0.2532; number 12, H, carries 0.3689; number 13, H, carries 0.3063; number 14, H, carries 0.0954; number 15, H, carries 0.3292; number 16, H, carries 0.1767; number 17, H, carries 0.4367; number 18, H, carries 0.1934; number 19, H, carries 0.1967; number 20, H, carries 0.3078; number 21, H, carries 0.2825; number 22, O, carries -0.6107

6.
Entry from the Open Molecules 2025 dataset: the molecule C4H8N2OS (ωB97M-V/def2-TZVPD).

## Properties
Relative energy (zero: lowest compared OMol25 entry of this formula, charge and spin): 2.7836 eV
Total charge: 0
M: 132.19 g mol⁻¹
2S+1: 1
Gap between HOMO and LUMO: 8.76 eV

The geometry in XYZ format:
```
16
C4H8N2OS | the Open Molecules 2025 dataset | ωB97M-V/def2-TZVPD
C 2.251 0.008 0.758
C 0.961 0.816 1.106
C -0.210 0.131 0.557
C -2.089 1.004 -2.188
H 2.499 0.322 -1.309
H 1.805 -1.120 -0.945
H 2.265 -0.933 1.305
H 3.101 0.659 1.034
H 0.989 1.845 0.713
H 0.886 1.012 2.219
H -1.797 2.052 -2.291
H -2.810 0.562 -2.930
N 2.479 -0.416 -0.633
N -1.714 0.211 -1.267
O -0.718 0.848 -0.488
S -0.752 -1.344 1.125
```

Atomic charges from the Mulliken analysis, expressed in e, are listed below: number 1, C, carries -0.7123; number 2, C, carries -0.3211; number 3, C, carries 0.1718; number 4, C, carries -0.2457; number 5, H, carries 0.2219; number 6, H, carries 0.2637; number 7, H, carries 0.3599; number 8, H, carries 0.3546; number 9, H, carries 0.2679; number 10, H, carries 0.2799; number 11, H, carries 0.2826; number 12, H, carries 0.2805; number 13, N, carries -0.5653; number 14, N, carries -0.4476; number 15, O, carries 0.0102; number 16, S, carries -0.2010

7.
Entry from the Open Molecules 2025 dataset: a structure of composition C11H22N6O5Ti (ωB97M-V/def2-TZVPD).

## Properties
Total charge: +1
M: 366.20 g mol⁻¹
2S+1: 2
Gap between HOMO and LUMO (alpha / beta): 4.73 / 4.40 eV

The geometry in XYZ format:
```
45
C11H22N6O5Ti | the Open Molecules 2025 dataset | ωB97M-V/def2-TZVPD
O 3.906 2.023 -1.904
H 4.525 2.551 -2.436
Ti 0.049 0.041 0.050
N -1.645 -0.540 -0.829
N 0.595 -0.382 -1.864
O -2.967 -0.368 -0.286
O 1.902 -0.488 -2.414
C -1.638 -0.972 -2.114
C -0.347 -0.957 -2.676
C -2.902 -1.339 -2.770
C 0.030 -1.472 -4.007
H -3.739 -0.833 -2.279
H -3.080 -2.425 -2.746
H -2.847 -1.035 -3.822
H 1.083 -1.770 -4.041
H -0.143 -0.695 -4.767
H -0.594 -2.337 -4.273
H -2.879 -0.363 0.693
H 2.507 0.123 -1.941
O 0.364 -2.176 0.518
H -0.459 -2.678 0.352
H 1.043 -2.625 -0.017
C 2.812 2.862 -1.519
H 2.676 2.780 -0.439
H 1.910 2.498 -2.020
H 2.968 3.920 -1.769
O -0.809 2.069 -0.054
H -1.549 2.249 -0.660
H -1.112 2.407 0.801
N 2.965 0.747 2.879
C 3.982 0.661 1.949
C 3.392 0.419 0.739
N 2.009 0.361 0.916
C 1.777 0.565 2.236
C 0.472 0.433 2.815
N -0.630 0.132 2.091
C -1.682 -0.042 2.986
C -1.201 0.116 4.255
N 0.154 0.408 4.145
H 3.058 0.908 3.883
H 5.022 0.768 2.214
H 3.819 0.305 -0.234
H -2.673 -0.272 2.644
H -1.685 0.041 5.212
H 0.801 0.612 4.894
```

Atomic charges from the Mulliken analysis, expressed in e, are listed below: number 1, O, carries -0.5178; number 2, H, carries 0.3110; number 3, Ti, carries 0.2504; number 4, N, carries 0.5072; number 5, N, carries 0.7926; number 6, O, carries -0.5979; number 7, O, carries -0.6390; number 8, C, carries -0.1184; number 9, C, carries 0.3682; number 10, C, carries -1.4302; number 11, C, carries -1.4556; number 12, H, carries 0.4211; number 13, H, carries 0.2497; number 14, H, carries 0.3706; number 15, H, carries 0.4180; number 16, H, carries 0.2784; number 17, H, carries 0.3895; number 18, H, carries 0.1986; number 19, H, carries 0.2463; number 20, O, carries -0.5340; number 21, H, carries 0.3177; number 22, H, carries 0.3105; number 23, C, carries -0.4135; number 24, H, carries 0.1016; number 25, H, carries 0.1410; number 26, H, carries 0.4455; number 27, O, carries -0.5414; number 28, H, carries 0.3190; number 29, H, carries 0.2954; number 30, N, carries -0.1361; number 31, C, carries -0.8017; number 32, C, carries -0.5738; number 33, N, carries 0.4134; number 34, C, carries 0.2396; number 35, C, carries -0.1408; number 36, N, carries 0.3104; number 37, C, carries -0.2951; number 38, C, carries -0.7595; number 39, N, carries -0.1098; number 40, H, carries 0.2047; number 41, H, carries 0.4266; number 42, H, carries 0.6311; number 43, H, carries 0.4912; number 44, H, carries 0.4254; number 45, H, carries 0.1895